One molecule with the formula C29H43BF11N3O11S3, computed with wB97M-V/def2-TZVPD.

Results
DFT total energy: -120836.552 eV
Highest occupied orbital energy: -8.7 eV

Geometry as XYZ:
```
101
Properties=species:S:1:pos:R:3:forces:R:3:mulliken_charge:R:1
C -2.8514 -5.9767 5.4723 -0.25 0.22 0.10 -1.2105
C -3.2913 -4.5163 5.5015 -0.02 -0.02 0.28 -0.3151
C -2.1707 -3.5502 5.8968 -0.17 -0.40 -0.21 -0.6229
C -0.9679 -3.5656 4.9473 0.14 0.03 0.25 -0.9484
N -0.5667 -2.2238 4.4869 -0.14 -0.22 -0.26 0.0549
C 0.6837 -2.3643 3.6867 -0.01 0.49 0.12 -1.1077
C 1.1605 -1.0971 2.9697 0.54 -0.55 -0.51 -1.5034
C 0.8920 -1.1492 1.4570 -0.76 0.11 0.17 -0.0051
C 0.8372 0.2742 0.8677 0.46 -0.10 0.60 -2.3521
C 1.6068 0.6387 -0.4282 -0.64 -0.50 0.03 2.0982
O 2.8196 -0.1312 -0.4391 0.52 0.45 -0.49 -0.1144
N 3.6233 -0.0754 0.7210 -0.16 0.12 0.16 0.2439
O 4.6940 -0.4624 0.4828 -0.12 -0.26 0.00 -0.5011
C 1.8250 2.2098 -0.3299 0.51 0.66 0.67 -0.6378
N 0.6624 2.8803 0.2236 -0.11 -0.33 -0.40 -0.0431
C 3.0588 2.5963 0.5219 0.17 -0.29 0.31 -0.4233
C 3.3471 4.0683 0.4388 0.55 0.08 -0.15 -0.3599
O 4.1143 4.5335 -0.3407 0.04 0.19 -0.17 -0.5089
O 2.6975 4.8417 1.3863 -0.61 -0.36 -0.03 -0.3322
C 1.8193 5.8167 0.9076 -0.21 0.30 0.08 0.7835
C 2.3808 6.8557 -0.0043 -0.35 0.14 0.01 -0.9988
O 0.6891 5.7897 1.2935 0.19 -0.09 0.09 -0.5328
O 1.9801 2.8848 -1.6054 -0.41 -0.55 -0.19 -0.4517
S 2.8137 2.1406 -2.7280 0.82 -0.04 -0.33 1.6421
O 2.8836 3.0384 -3.8259 -0.37 0.13 0.17 -0.7967
O 4.0237 1.6479 -2.1646 -0.20 -0.11 0.17 -0.5655
C 1.6452 0.7468 -3.1196 0.29 0.19 -0.06 1.1319
C 0.6303 1.3137 -4.1512 0.02 0.22 -0.84 -0.3143
C -0.0021 2.6761 -3.9004 -0.42 0.04 -0.01 -1.5022
F 1.2575 1.3924 -5.4051 0.03 0.06 0.19 -0.4724
C 2.6150 -0.2613 -3.8673 0.31 -0.08 -0.16 0.0597
F 3.4008 -0.9093 -2.9860 -0.28 -0.04 0.05 -0.2103
F 3.4818 0.4525 -4.6378 -0.18 0.08 0.10 -0.3675
C 2.0419 -1.3739 -4.8452 0.24 -0.58 0.21 0.8106
F 0.7359 -1.2521 -5.1504 0.10 0.21 0.06 -0.2381
F 2.1869 -2.5833 -4.2436 -0.09 0.22 -0.04 -0.3242
C 2.8287 -1.5128 -6.1840 -0.59 -0.21 -0.06 0.6138
F 4.0945 -1.8193 -5.9619 0.30 0.14 0.09 -0.2394
F 2.2673 -2.5327 -6.8432 -0.03 -0.16 -0.10 -0.2719
F 2.7276 -0.4428 -6.9491 0.13 0.24 -0.09 -0.1971
C 0.9186 0.1958 -1.7922 -0.39 0.09 0.38 0.1377
C 0.8647 -1.3409 -1.8901 -0.07 0.04 -0.37 -3.3176
O -0.1644 -1.8125 -1.0042 0.22 -0.09 0.19 -0.4928
C -0.5329 -3.0949 -1.1975 0.01 0.21 0.00 1.0992
F 0.5139 -3.8947 -1.4349 0.14 -0.10 -0.03 -0.3024
F -1.3707 -3.2276 -2.2330 -0.06 -0.02 -0.20 -0.2553
F -1.1511 -3.5229 -0.1120 -0.18 -0.06 0.23 -0.1990
B -0.7063 0.4958 -1.8190 -0.14 0.32 -0.14 0.4831
O -1.4004 1.3328 -0.9795 -0.24 -0.18 -0.37 -0.5461
O -1.3944 -0.1936 -2.7676 0.29 0.54 -0.27 -0.2265
C -2.6490 0.3106 -3.2570 -0.46 -0.92 0.04 -0.3079
C -2.9596 -0.3844 -4.5798 0.52 -0.16 0.11 -1.2100
C -1.5896 -1.5817 3.7532 -0.40 0.22 -0.17 0.3133
S -2.6329 -2.2978 2.7213 0.07 -0.20 0.00 -0.2475
S -1.6730 0.1211 4.1407 0.51 -0.09 -0.03 -0.3115
C -2.5121 0.8593 2.7252 -0.29 0.39 0.27 0.2398
C -3.9766 1.2424 2.9900 -0.20 -0.24 -0.44 -0.4033
C -4.8525 0.9025 1.7808 0.10 -0.04 0.23 -1.1312
H -3.6851 -6.6208 5.1968 0.01 -0.06 -0.12 0.3809
H -2.5360 -6.2845 6.4702 0.20 -0.05 -0.02 0.2980
H -2.0400 -6.1326 4.7647 0.07 -0.14 0.00 0.3277
H -4.0756 -4.4158 6.2556 -0.12 0.02 -0.05 0.3843
H -3.7328 -4.2184 4.5512 0.08 -0.02 -0.12 0.1461
H -1.8357 -3.8545 6.8892 0.03 0.26 0.14 0.4391
H -2.5980 -2.5504 5.9625 0.15 0.13 0.09 0.2694
H -0.0968 -3.9641 5.4674 0.07 0.00 0.00 0.4015
H -1.1488 -4.2315 4.0987 -0.06 0.08 -0.16 0.4848
H 1.4699 -2.6957 4.3616 -0.16 -0.14 0.19 0.4468
H 0.5124 -3.1557 2.9473 0.05 -0.08 -0.06 0.3917
H 0.7059 -0.2097 3.3896 0.05 0.08 0.20 0.4542
H 2.2426 -1.0292 3.0985 0.01 0.20 0.20 0.6921
H 1.5840 -1.8305 0.9665 0.17 0.09 -0.04 0.6319
H -0.0926 -1.5912 1.3338 -0.02 -0.10 -0.11 -0.1867
H 1.3183 0.8806 1.6387 0.00 0.17 -0.04 1.3739
H -0.1883 0.6178 0.8632 -0.06 0.07 -0.34 -0.0267
H 0.4278 3.6848 -0.3384 0.06 0.16 0.11 0.3857
H 0.7993 3.1626 1.1817 -0.06 0.14 0.04 0.4762
H 2.8871 2.3108 1.5581 -0.10 0.01 0.05 0.6792
H 3.9723 2.1210 0.1911 -0.02 -0.08 -0.27 0.7929
H 3.1773 7.3852 0.5127 0.20 -0.06 -0.12 0.3365
H 1.5702 7.5409 -0.2313 0.00 0.09 0.00 0.3483
H 2.7541 6.4259 -0.9289 0.23 -0.07 0.05 0.2835
H -0.1564 0.5981 -4.3339 0.07 -0.25 0.43 0.7554
H -0.1502 2.9244 -2.8527 0.10 -0.07 0.09 0.1862
H 0.5900 3.4632 -4.3536 0.21 -0.03 0.09 0.5874
H -0.9795 2.6904 -4.3803 -0.03 -0.01 -0.04 0.3953
H 0.5315 -1.5846 -2.8914 0.05 -0.09 -0.16 0.9715
H 1.8023 -1.8369 -1.6818 0.06 0.01 0.20 1.1301
H -1.3827 2.2721 -1.1671 0.22 0.07 0.40 0.3103
H -2.6213 1.3908 -3.3736 0.04 0.11 0.17 0.2534
H -3.4134 0.0352 -2.5324 -0.03 0.26 0.14 0.4526
H -2.6892 0.2228 -5.4415 -0.17 0.07 -0.07 0.2889
H -3.9955 -0.7051 -4.6315 -0.13 0.21 -0.14 0.3688
H -2.3482 -1.2850 -4.6331 -0.05 -0.09 0.02 0.2429
H -2.4456 0.1890 1.8725 0.13 -0.19 0.05 -0.4286
H -1.9324 1.7555 2.5019 0.07 0.00 -0.08 0.4877
H -4.3566 0.6913 3.8485 0.02 0.08 0.13 0.2628
H -4.0520 2.3084 3.1988 0.04 0.03 0.19 0.3493
H -4.9480 -0.1801 1.7083 0.01 -0.04 -0.14 0.2656
H -4.4013 1.2731 0.8604 -0.06 0.05 -0.08 0.1881
H -5.8504 1.3244 1.8873 -0.04 0.05 -0.05 0.4294
```
Positions in Å, forces in eV/Å.

---

A 11-piece molecular cluster, C32H53Cl20N2 overall, computed with wB97M-V/def2-TZVPD.

Results
DFT total energy: -287469.576 eV
Highest occupied orbital energy: -11.7 eV
Net charge: +1

Geometry as XYZ:
```
107
Properties=species:S:1:pos:R:3:forces:R:3:mulliken_charge:R:1
C 2.7325 1.5376 1.4517 -0.51 -0.57 -0.05 -1.3089
C 1.4510 0.6524 1.5591 -0.30 0.47 0.51 -0.7097
C 1.1319 0.2325 2.9856 0.84 -0.57 -0.42 0.4013
C 0.1985 0.9065 3.7273 0.19 0.06 -1.01 -1.1839
N -0.0993 0.5140 4.9631 -0.80 0.71 0.43 0.0873
C 0.4813 -0.5190 5.5697 -0.15 -0.48 0.75 -0.6891
C 1.4289 -1.2381 4.9154 -0.03 0.16 -0.44 -0.5025
C 1.7578 -0.8652 3.6060 0.80 -0.77 -0.12 1.4280
C 2.8007 -1.7161 2.9075 -1.40 1.62 0.66 -0.1891
C 2.5787 -3.0729 2.8907 0.17 -1.04 0.06 -0.0340
C 3.5200 -3.9135 2.2947 -0.16 0.92 0.14 -0.5050
C 4.6037 -3.2572 1.7318 -0.24 -1.04 -0.09 -0.4491
C 4.6767 -1.8822 1.7941 1.47 1.20 -0.54 -0.7351
N 3.8256 -1.0393 2.3796 -0.19 -1.87 -0.18 -0.1641
H 3.3014 1.2478 0.5650 -0.06 0.14 0.11 0.2853
H 3.3541 1.3530 2.3258 0.10 0.32 -0.19 0.3811
H 2.4265 2.5814 1.3865 0.27 -0.07 0.01 0.4203
H 0.5871 1.2475 1.2365 0.12 -0.27 -0.25 0.3843
H 1.4962 -0.2451 0.9367 0.08 0.14 0.06 0.3749
H -0.2844 1.7648 3.2767 -0.33 -0.09 0.46 0.7920
H -0.8146 1.0396 5.4519 0.10 -0.08 0.10 0.3142
H 0.1703 -0.7927 6.5711 -0.15 0.34 -0.10 0.4300
H 1.8743 -2.0774 5.4345 0.13 0.04 -0.27 0.6171
H 1.6891 -3.4902 3.3504 0.06 0.13 -0.10 -0.0518
H 3.3828 -4.9879 2.2959 0.09 0.09 -0.14 0.4848
H 5.3830 -3.8149 1.2235 -0.01 0.17 0.06 0.3965
H 5.5480 -1.4124 1.3324 -0.19 -0.02 0.09 0.5854
Cl 0.2334 -5.6076 1.5517 0.02 -0.18 0.14 -0.0271
C -0.3310 -6.3580 3.0637 0.00 -0.05 -0.03 -0.7529
C -1.4064 -5.5236 3.7087 -0.17 -0.28 0.04 -0.4743
Cl -0.7563 -3.9636 4.2753 -0.06 0.20 0.18 -0.0761
H 0.5319 -6.4827 3.7149 -0.05 0.06 0.05 0.3032
H -0.7239 -7.3455 2.8258 -0.05 0.05 -0.06 0.3865
H -1.8198 -6.0463 4.5700 0.09 0.07 0.07 0.3370
H -2.2193 -5.3065 3.0199 0.09 0.05 -0.07 0.3017
Cl -2.5035 1.4308 -0.3179 0.03 0.04 0.06 -0.1759
C -3.6908 0.3128 0.4030 -0.16 0.02 0.02 -0.2894
C -3.1531 -0.3523 1.6446 -0.13 -0.03 0.05 -0.5564
Cl -1.8415 -1.5012 1.2748 0.15 0.00 0.10 -0.0704
H -3.9706 -0.4181 -0.3528 0.08 0.02 0.01 0.1830
H -4.5718 0.9023 0.6538 0.03 0.01 0.05 0.3048
H -3.9438 -0.9213 2.1321 -0.02 -0.01 -0.07 0.4238
H -2.7715 0.3803 2.3538 0.04 0.01 -0.06 0.1980
Cl 4.0905 5.4092 5.3989 -0.01 -0.05 0.01 -0.1817
C 3.3884 5.6435 3.7789 0.08 0.06 -0.08 -0.3768
C 1.9249 5.2860 3.7383 -0.04 0.28 -0.07 -0.6365
Cl 1.6608 3.5270 3.9332 0.01 0.21 0.19 -0.0905
H 3.9655 5.0498 3.0734 -0.02 -0.05 0.06 0.3135
H 3.5154 6.6950 3.5258 -0.08 0.00 0.03 0.3277
H 1.5024 5.5644 2.7740 0.05 -0.07 -0.03 0.2920
H 1.3653 5.7977 4.5174 0.04 -0.09 0.06 0.3881
Cl 7.2643 9.6026 8.1519 -0.01 0.02 0.00 -0.1780
C 5.6618 8.9858 8.6237 -0.02 -0.06 0.09 -0.4270
C 4.7739 8.7389 7.4300 -0.06 -0.12 0.02 -0.3379
Cl 4.2845 10.2540 6.6282 0.00 0.00 -0.04 -0.1853
H 5.2148 9.6996 9.3118 0.02 0.05 -0.07 0.3252
H 5.8261 8.0506 9.1576 0.00 -0.02 -0.06 0.2927
H 3.8590 8.2404 7.7481 0.01 0.03 0.05 0.2692
H 5.2652 8.1116 6.6899 0.05 0.07 0.00 0.2413
Cl 1.1596 -4.3374 -1.0660 0.04 0.17 -0.08 0.0445
C 2.3446 -5.3133 -1.9674 0.34 -0.20 0.07 -0.6583
C 1.7349 -5.9532 -3.1890 0.08 -0.07 -0.05 -0.1969
Cl 0.5604 -7.2258 -2.7647 -0.04 0.03 0.01 -0.1912
H 2.7558 -6.0623 -1.2929 -0.19 -0.03 0.05 0.3540
H 3.1483 -4.6369 -2.2581 -0.15 -0.21 0.14 0.3668
H 2.5153 -6.4261 -3.7839 0.02 0.00 0.05 0.4027
H 1.2265 -5.2218 -3.8115 -0.05 -0.01 0.06 -0.0005
Cl 4.7925 -1.1866 -1.8063 -0.01 -0.05 0.04 -0.0861
C 4.6338 -0.9692 -3.5728 0.05 0.03 -0.15 -0.6282
C 3.2485 -1.3090 -4.0597 0.10 0.20 -0.08 -0.5083
Cl 2.9115 -3.0564 -3.9312 0.08 0.45 -0.33 -0.1502
H 5.3911 -1.5818 -4.0562 -0.02 -0.05 0.08 0.3548
H 4.8510 0.0762 -3.7858 -0.07 0.01 0.04 0.3484
H 3.1469 -1.0421 -5.1103 0.04 -0.04 0.00 0.3868
H 2.4838 -0.7789 -3.5000 0.01 -0.09 0.06 0.2645
Cl -2.6505 -1.1543 -2.5461 0.08 0.00 -0.15 0.0396
C -2.1544 -2.4730 -3.6396 -0.01 -0.14 -0.02 -0.4799
C -0.6563 -2.5497 -3.7786 0.05 -0.11 0.11 0.0106
Cl 0.0080 -1.1485 -4.6602 -0.20 0.08 -0.09 -0.2203
H -2.6447 -2.3150 -4.5971 0.17 0.03 0.13 0.0779
H -2.5327 -3.4011 -3.2129 0.05 0.00 0.03 0.3529
H -0.3800 -3.4398 -4.3429 -0.06 0.03 -0.05 0.1924
H -0.1682 -2.5963 -2.8090 0.00 0.05 -0.02 0.0518
Cl -4.7574 -1.5940 -5.5491 -0.17 0.01 -0.13 -0.1602
C -6.5226 -1.3437 -5.4525 -0.24 -0.01 -0.03 -0.5763
C -6.8833 -0.3442 -4.3841 -0.07 0.12 -0.15 -0.0679
Cl -6.5728 -0.9704 -2.7440 0.05 0.00 0.03 -0.1542
H -6.9917 -2.3094 -5.2789 0.11 -0.02 0.06 0.3764
H -6.8459 -0.9778 -6.4260 0.04 0.07 0.03 0.3105
H -7.9463 -0.1131 -4.4385 0.00 -0.06 -0.01 0.3093
H -6.3215 0.5817 -4.5013 -0.14 -0.25 0.06 -0.0877
Cl -3.1129 1.9573 -9.9094 0.01 0.00 -0.02 -0.1940
C -3.3017 0.5126 -8.8832 -0.09 -0.07 0.02 -0.3736
C -2.4176 0.5601 -7.6638 -0.05 -0.04 0.15 0.1342
Cl -0.6902 0.4045 -8.0746 0.04 0.04 -0.04 -0.1969
H -3.0926 -0.3632 -9.4932 0.07 0.05 -0.01 0.3495
H -4.3462 0.4761 -8.5757 0.03 0.03 0.06 0.2166
H -2.6600 -0.2693 -7.0021 -0.01 -0.02 -0.05 -0.2465
H -2.5487 1.4877 -7.1111 0.04 0.02 -0.07 0.3069
Cl -8.2035 2.7968 -2.6859 0.01 -0.05 0.00 -0.1728
C -6.7745 3.7191 -2.1546 0.00 0.09 0.09 -0.3113
C -5.8020 3.9564 -3.2812 0.02 0.16 -0.01 -0.5469
Cl -5.0128 2.4473 -3.8073 0.23 0.17 0.05 -0.1188
H -6.3091 3.1760 -1.3349 0.00 -0.07 -0.07 0.1663
H -7.1356 4.6735 -1.7739 -0.01 0.01 -0.07 0.3430
H -5.0118 4.6301 -2.9526 0.00 -0.05 0.05 0.3167
H -6.2916 4.3996 -4.1451 -0.03 -0.08 0.00 0.3379
```
Positions in Å, forces in eV/Å.

---

C22H28AsN7PtS as an isolated structure, computed with wB97M-V/def2-TZVPD.

Results
DFT total energy: -108576.805 eV
Highest occupied orbital energy (alpha / beta): -19.6 / -19.6 eV
Net charge: +4

Geometry as XYZ:
```
60
Properties=species:S:1:pos:R:3:forces:R:3:nbo_charge:R:1
Pt 0.5456 -0.1283 -0.2254 -2.54 1.64 1.60 1.0075
S 1.4598 5.2506 4.9405 0.12 0.89 0.81 1.1397
N 1.3270 3.6672 5.1583 0.00 0.32 -0.35 -0.5441
C 1.2077 3.1522 3.9540 -0.01 0.88 -1.55 0.0898
C 1.0850 1.7543 3.6420 -0.03 0.03 -0.14 -0.0548
C 1.0949 0.7328 4.6035 0.01 0.00 -0.04 -0.0241
C 1.0039 -0.5796 4.1878 -0.04 0.10 -0.12 -0.2064
C 0.8953 -0.8467 2.8273 -0.02 -0.27 -0.23 0.0670
N 0.8708 0.1330 1.9111 0.30 -1.24 -1.08 -0.4623
C 0.9730 1.4147 2.2877 0.17 1.09 -0.28 0.2105
C 1.0010 2.4212 1.2277 0.17 -0.25 1.03 0.1229
N 0.9151 1.9900 -0.0406 0.50 -1.12 -1.11 -0.4179
C 0.9756 2.8572 -1.0627 0.00 -0.24 -0.22 0.0603
C 1.1118 4.2252 -0.8566 -0.10 -0.11 0.12 -0.2069
C 1.1935 4.6983 0.4369 0.02 -0.02 0.02 -0.0241
C 1.1397 3.7876 1.5025 -0.01 -0.09 0.06 -0.0525
C 1.2349 4.1658 2.8875 -0.06 -1.55 0.93 0.1531
N 1.3746 5.3902 3.3442 -0.03 -0.26 0.38 -0.5586
H 1.1857 0.9889 5.6535 0.01 0.01 -0.01 0.2928
H 1.0199 -1.3989 4.8950 -0.02 -0.02 -0.05 0.2922
H 0.8254 -1.8647 2.4672 -0.03 0.00 -0.03 0.2419
H 0.9093 2.4517 -2.0635 0.01 -0.05 -0.02 0.2416
H 1.1570 4.8926 -1.7071 -0.03 -0.04 -0.03 0.2928
H 1.3067 5.7568 0.6455 0.02 -0.02 0.01 0.2933
C 4.1598 -0.0440 -0.0957 -0.27 0.15 0.23 -0.9535
As 2.7415 -0.8142 -1.1369 0.85 0.39 0.02 1.4367
C 3.0235 -2.7194 -1.1041 -0.65 -0.10 0.30 -0.9409
C 2.9854 -0.2337 -2.9572 -0.51 0.25 0.03 -0.9471
H 5.0946 -0.3541 -0.5670 0.02 -0.09 -0.13 0.3081
H 4.1332 -0.4232 0.9231 -0.02 -0.03 0.05 0.2772
H 4.1015 1.0417 -0.1022 -0.03 0.04 -0.03 0.2746
H 3.9515 -2.8675 -1.6599 0.12 0.14 -0.08 0.3122
H 2.2278 -3.2687 -1.6001 -0.03 -0.04 -0.05 0.2714
H 3.1503 -3.0735 -0.0845 -0.01 0.01 0.07 0.2860
H 3.8690 -0.7666 -3.3145 0.09 -0.10 0.08 0.3090
H 3.1700 0.8378 -2.9917 0.00 0.03 0.04 0.2810
H 2.1363 -0.4924 -3.5856 -0.03 -0.04 -0.04 0.2796
C -3.2600 -3.3886 -3.2666 0.02 0.22 0.02 -0.4389
C -1.8995 -3.7442 -2.6991 -0.12 -0.17 -0.04 -0.2269
N -1.3986 -2.5923 -1.9315 0.22 -0.07 -0.02 -0.5154
C -2.1766 -1.7007 -1.3304 -0.68 -0.26 -0.36 0.5965
N -1.5508 -0.6271 -0.7145 2.26 -0.40 0.30 -0.5612
C -2.4008 0.3716 -0.0695 -0.06 0.30 -0.18 -0.2596
C -3.6643 -0.2437 0.5094 0.10 -0.22 -0.04 -0.4307
C -4.3971 -0.9221 -0.6227 -0.18 0.17 -0.01 -0.2263
N -3.4951 -1.8259 -1.3524 0.38 0.26 0.02 -0.2872
C -4.1529 -2.8760 -2.1549 -0.12 -0.38 -0.02 -0.2287
H -3.7177 -4.2650 -3.7199 -0.01 -0.03 0.01 0.2894
H -3.1567 -2.6334 -4.0478 0.01 0.00 -0.01 0.2374
H -1.1851 -3.9651 -3.4876 0.06 0.05 -0.02 0.2503
H -1.9600 -4.6192 -2.0505 0.01 0.02 0.08 0.2379
H -0.4069 -2.4287 -1.8918 -0.03 0.02 -0.08 0.3949
H -2.6564 1.1179 -0.8374 -0.03 -0.01 0.04 0.2597
H -1.8194 0.8906 0.6949 0.08 0.08 0.08 0.2147
H -4.2929 0.5262 0.9534 0.05 0.05 0.00 0.2863
H -3.4050 -0.9659 1.2870 -0.05 0.03 0.04 0.2346
H -4.8044 -0.1894 -1.3264 0.03 -0.03 -0.04 0.2427
H -5.2376 -1.5120 -0.2609 0.05 -0.11 0.03 0.2678
H -5.0796 -2.4566 -2.5452 0.03 0.12 -0.02 0.2656
H -4.4404 -3.6843 -1.4755 0.04 0.03 0.05 0.2493
```
Positions in Å, forces in eV/Å.

---

no.,maximum force (Eh/bohr)
1,0.0208
2,0.0437
3,0.0666